Below is a structure of composition C55H62BN8O5W at a distorted geometry, with properties calculated with wB97M-V/def2-TZVPD.

Summary:
Largest force on an atom ... 1.25 eV/A
Charge ... +1
Energy relative to the best compared isomer or geometry (same formula, charge and spin) ... 14.6 kcal/mol

Cartesian coordinates (Å):
W1 -0.31577 0.27019 -0.45938
C1 -6.33652 2.24647 0.75679
C2 -5.75127 1.84339 -0.60154
C3 -4.57699 0.92223 -0.47632
C4 -4.56724 -0.43019 -0.61079
C5 -5.72717 -1.33168 -0.89667
C6 -5.81029 -1.72395 -2.37714
C7 -3.20836 -0.86129 -0.44273
C8 -2.80106 -2.17338 -0.49521
C9 -1.51353 -2.62322 -0.28534
C10 -1.14386 -3.99618 -0.09274
C11 -2.07595 -5.15828 -0.25636
C12 -2.79455 -5.53439 1.04603
C13 0.16383 -3.99560 0.30304
C14 0.58443 -2.62035 0.34223
C15 1.77969 -2.17449 0.87363
C16 2.14764 -0.86736 1.13058
N1 1.38443 0.24870 0.87730
C17 2.16903 1.31881 1.22459
C18 1.81602 2.64386 1.05580
C19 0.59300 3.09392 0.60172
N2 -0.43944 2.27128 0.21673
C20 -1.53596 3.09296 0.08706
C21 -2.82538 2.64008 -0.10472
C22 -3.22200 1.33186 -0.24212
N3 -2.38092 0.22742 -0.21213
C23 -1.15585 4.46557 0.26285
C24 0.17084 4.46911 0.57363
C25 1.04748 5.64449 0.87178
C26 1.16080 5.92688 2.37571
C27 -2.05674 5.64438 0.06775
C28 -2.09172 6.07900 -1.40413
C29 3.44398 0.86954 1.73215
C30 3.42792 -0.48875 1.67710
C31 4.52468 -1.44384 2.03445
C32 5.29446 -1.93533 0.80087
C33 4.56272 1.77094 2.15344
C34 5.38965 2.25680 0.95570
N4 -0.43354 -1.79887 -0.09278
C35 1.01950 -5.16591 0.68082
C36 1.07884 -5.40740 2.19497
H1 -7.20454 2.89314 0.62913
H2 -5.59999 2.78078 1.35932
H3 -6.64716 1.36559 1.32014
H4 -5.44996 2.73627 -1.15442
H5 -6.52014 1.35312 -1.19992
H6 -6.64887 -0.83065 -0.59912
H7 -5.65196 -2.23097 -0.28131
H8 -5.90155 -0.83577 -3.00519
H9 -6.67471 -2.36214 -2.56078
H10 -4.91383 -2.26232 -2.69111
H11 -3.57187 -2.92005 -0.63475
H12 -1.51164 -6.01626 -0.62282
H13 -2.81802 -4.92630 -1.02206
H14 -2.08334 -5.86724 1.80234
H15 -3.50488 -6.34258 0.87160
H16 -3.33959 -4.68089 1.45290
H17 2.48580 -2.93751 1.17603
H18 2.54809 3.39134 1.33128
H19 -3.60370 3.38977 -0.15755
H20 0.64234 6.52442 0.36978
H21 2.03984 5.47332 0.44860
H22 0.18343 6.15929 2.80045
H23 1.82167 6.77420 2.55906
H24 1.55815 5.06388 2.91256
H25 -1.70956 6.47031 0.69024
H26 -3.06763 5.40640 0.40371
H27 -1.08984 6.33462 -1.75272
H28 -2.73402 6.94966 -1.53859
H29 -2.46592 5.27459 -2.04240
H30 4.11054 -2.29786 2.57520
H31 5.21832 -0.95078 2.71572
H32 4.63652 -2.47046 0.11271
H33 6.10505 -2.60562 1.08747
H34 5.72506 -1.09212 0.25867
H35 5.21034 1.23728 2.84964
H36 4.16047 2.62871 2.69589
H37 5.85317 1.41045 0.44480
H38 6.18422 2.92920 1.28129
H39 4.77076 2.78585 0.23026
H40 2.03326 -5.01587 0.30072
H41 0.62681 -6.05848 0.18919
H42 1.45490 -4.52846 2.72063
H43 1.73187 -6.24913 2.42598
H44 0.08836 -5.62850 2.59260
O1 4.73858 4.63921 -5.30208
C37 5.44896 3.95232 -4.30139
N5 4.82318 2.69134 -3.95859
C38 4.15139 2.50466 -2.79515
O2 4.08954 3.33882 -1.91050
C39 3.45919 1.18033 -2.64682
C40 3.90034 -0.01663 -3.18634
C41 3.14366 -1.15657 -2.97240
C42 1.96621 -1.06022 -2.25743
N6 1.54129 0.09345 -1.72182
C43 2.28898 1.18448 -1.91133
H45 3.96156 5.05137 -4.90783
H46 5.53292 4.52394 -3.37993
H47 6.43760 3.76300 -4.71076
H48 4.70469 2.02135 -4.70227
H49 4.83006 -0.07189 -3.74041
H50 3.45768 -2.11814 -3.35267
H51 1.33549 -1.92000 -2.10338
H52 1.96853 2.10322 -1.44560
O3 -2.15515 1.49252 -2.86647
B1 -0.86909 1.34169 -2.31327
O4 -0.01006 2.26798 -2.95174
C44 -0.79702 3.02582 -3.78368
C45 -0.44266 4.10355 -4.56005
C46 -1.46254 4.70066 -5.30416
C47 -2.76660 4.21741 -5.25976
C48 -3.10763 3.11878 -4.46812
C49 -2.09178 2.55083 -3.73590
H53 0.57480 4.47014 -4.57956
H54 -1.23427 5.55449 -5.92772
H55 -3.53228 4.70242 -5.85014
H56 -4.11798 2.73387 -4.42636
N7 -0.45241 -6.17984 -3.46623
C50 -1.64992 -5.60794 -3.76930
O5 -2.66062 -6.26217 -3.91289
C51 -1.67482 -4.11288 -3.91246
C52 -2.73816 -3.53974 -4.59772
C53 -2.75802 -2.16833 -4.76159
C54 -1.73387 -1.41418 -4.20382
N8 -0.73986 -1.93952 -3.48383
C55 -0.71683 -3.26756 -3.37696
H57 -0.41304 -7.18464 -3.44288
H58 0.40906 -5.66592 -3.48529
H59 -3.51451 -4.18277 -4.99188
H60 -3.55440 -1.67743 -5.30434
H61 -1.72369 -0.33813 -4.33443
H62 0.10034 -3.67201 -2.78302